[1]
The following is a quantum chemistry calculation of a molecular structure, C21H24Cl3N6PSiZn in a non-equilibrium geometry, from the OMol25 dataset.

Output
**HOMO-LUMO gap (alpha / beta)**: 0.2123 / 0.2061 hartree
**Calculated total energy**: -4932.4850 a.u.
**Net charge**: +2

Last column: Mulliken charge in e.
CARTESIAN COORDINATES (ANGSTROEM)
Zn 1.3830 0.0574 -0.8768  -0.386
C 5.7006 -0.4297 -1.6736  -0.802
C 6.2095 0.5573 -0.8466  -0.345
C 5.3359 1.4690 -0.2702  -0.634
C 3.9835 1.3679 -0.5460  0.547
N 3.4911 0.3882 -1.3246  -0.286
C 4.3325 -0.4926 -1.8671  -0.147
C 2.9845 2.3546 -0.0533  1.096
C 3.3046 3.6602 0.2742  -0.842
C 2.2771 4.5389 0.5688  -0.769
C 0.9618 4.1135 0.4855  -0.877
C 0.6994 2.7948 0.1452  0.767
N 1.7150 1.9314 -0.0619  0.201
C -0.6830 2.3003 -0.1652  0.546
C -1.7911 3.0077 0.2013  -0.697
C -3.1084 2.5923 -0.2328  -0.398
C -3.2771 1.5188 -1.0195  -1.094
C -2.0910 0.7168 -1.4468  -0.109
N -0.7108 1.1360 -0.8622  -0.677
H 6.3506 -1.1459 -2.1545  0.410
H 7.2709 0.6245 -0.6523  0.464
H 5.7050 2.2362 0.3949  0.367
H 3.8846 -1.2689 -2.4749  0.488
H 4.3282 4.0032 0.2521  0.363
H 2.4959 5.5694 0.8128  0.462
H 0.1573 4.8165 0.6344  0.325
H -1.7010 3.9137 0.7780  0.339
H -3.9590 3.1897 0.0685  0.474
H -4.2364 1.2060 -1.4140  0.503
H -2.0084 0.5994 -2.5287  0.609
C -3.3333 -2.7724 1.6017  -0.805
N -2.6516 -1.4534 2.1712  0.038
C -1.0419 -1.5087 2.3672  -0.847
N -0.6411 -1.6260 1.0932  -0.738
C -1.9523 -3.8619 -0.1330  -1.272
N -3.0725 -3.1343 0.2083  0.179
C -3.5230 -2.1209 -0.8255  -0.861
P -2.2116 -0.8667 -0.5638  0.997
C -2.9279 -0.3440 1.1280  -1.325
C -0.5599 -1.7734 -1.7466  -0.678
H -4.3997 -2.5790 1.7054  0.405
H -3.0354 -3.5870 2.2591  0.406
H -3.0693 -1.2510 3.0855  0.371
H -0.6861 -2.3576 2.9622  0.300
H -0.7207 -0.5721 2.8310  0.358
H -1.4003 -4.4154 0.6207  0.413
H -1.8075 -4.1273 -1.1795  0.482
H -4.4979 -1.7193 -0.5579  0.419
H -3.5508 -2.5739 -1.8131  0.334
H -4.0029 -0.2289 0.9996  0.474
H -2.5299 0.5937 1.5167  0.588
H -0.1163 -0.7167 -0.4526  3.749
H -1.1121 -3.0030 -0.3114  1.006
Cl 1.5472 -3.7536 -1.7992  -0.255
Si 1.1749 -2.3526 -0.3322  -0.179
Cl 1.7080 -3.5075 1.3169  -0.310
Cl -0.5908 -1.7140 -0.2966  -1.144

Cartesian forces, eV/Å:
Zn 1.886 1.217 -0.321
C 0.076 -0.013 -0.001
C -0.097 0.055 -0.013
C 0.029 -0.006 -0.002
C 0.060 0.016 -0.052
N -0.227 0.069 0.189
C -0.074 -0.046 -0.039
C -0.086 -0.124 0.009
C 0.120 -0.020 0.035
C -0.085 0.013 0.057
C 0.024 -0.011 0.054
C 0.155 -0.228 -0.121
N -0.528 0.326 -0.313
C -0.112 -0.121 0.385
C -0.065 0.087 0.074
C 0.339 -0.075 0.013
C 0.235 0.351 -0.001
C 1.957 1.010 0.574
N -1.039 -0.901 -1.092
H -0.024 -0.032 -0.001
H 0.008 -0.021 0.003
H 0.000 0.022 -0.016
H 0.025 -0.008 -0.023
H 0.012 -0.021 -0.004
H 0.012 0.005 0.000
H -0.013 -0.012 -0.014
H -0.001 0.025 -0.030
H -0.040 0.000 -0.050
H -0.064 0.155 -0.009
H -0.062 -0.370 0.075
C 0.416 -0.217 -0.422
N 0.119 -0.189 -0.479
C -1.810 -0.441 -0.164
N 1.665 -0.217 10.043
C 2.100 1.120 -0.618
N -1.569 1.059 1.112
C 0.786 -0.688 0.612
P -8.869 3.346 -1.203
C 0.320 -0.306 0.642
C -0.996 -1.214 -11.745
H 0.026 0.075 0.073
H 0.046 0.009 -0.049
H -0.349 0.138 -0.222
H -0.700 -0.061 0.242
H -0.388 0.107 0.039
H -0.669 -0.559 0.107
H -0.963 -0.971 0.089
H -0.059 -0.116 -0.022
H 0.084 -0.032 0.022
H -0.030 -0.035 0.300
H 0.156 -0.035 -0.149
H 3.464 9.103 -0.443
H -1.749 -4.428 0.361
Cl 0.099 -0.274 -0.150
Si 8.527 -2.211 -0.720
Cl -0.152 0.187 0.157
Cl -1.925 -4.491 3.226

---

[2]
The following is a quantum chemistry calculation of a molecular structure, C34H29ClIrN6OPS in a non-equilibrium geometry, from the OMol25 dataset.

Output
**HOMO-LUMO gap (alpha / beta)**: 0.2197 / 0.1276 hartree
**Calculated total energy**: -3019.8332 a.u.
**2S+1**: 2
**Net charge**: +3

Last column: Mulliken charge in e.
CARTESIAN COORDINATES (ANGSTROEM)
Ir -0.0312 0.0684 0.4817  1.205
Cl -1.8056 1.4684 1.4756  -0.171
C -3.0625 0.5301 2.2445  1.069
C -4.1052 1.2259 2.8230  -0.633
C -5.1216 0.5102 3.4395  -0.579
C -5.0772 -0.8762 3.4735  -0.866
C -4.0249 -1.5578 2.8819  -0.664
C -2.9881 -0.8579 2.2672  0.061
P -1.5737 -1.7099 1.5203  0.597
C -0.2529 -1.7016 2.7754  0.527
C -0.2970 -0.9260 3.9349  -0.542
C 0.7176 -1.0471 4.8704  -0.789
C 1.7783 -1.9161 4.6487  -0.691
C 1.8266 -2.6899 3.4930  -0.897
C 0.8265 -2.5688 2.5472  -0.342
C -2.0604 -3.4430 1.3744  0.189
C -2.8507 -3.8344 0.2918  -0.339
C -3.2831 -5.1449 0.1882  -0.753
C -2.9158 -6.0748 1.1527  -0.496
C -2.1556 -5.6785 2.2466  -0.819
C -1.7146 -4.3719 2.3600  0.062
H -4.1269 2.3075 2.7905  0.501
H -5.9498 1.0430 3.8857  0.423
H -5.8643 -1.4312 3.9648  0.447
H -4.0019 -2.6386 2.9148  0.437
H -1.1272 -0.2561 4.1216  0.445
H 0.6697 -0.4725 5.7856  0.464
H 2.5751 -1.9899 5.3770  0.454
H 2.6387 -3.3875 3.3344  0.562
H 0.8490 -3.1621 1.6399  0.756
H -3.1239 -3.1159 -0.4723  0.398
H -3.8929 -5.4509 -0.6507  0.442
H -3.2158 -7.1087 1.0508  0.440
H -1.9136 -6.3901 3.0246  0.453
H -1.1466 -4.0735 3.2294  0.399
O 1.2440 -1.3834 -0.4714  -0.802
N 2.4721 -1.6204 -0.0021  0.530
C 3.1643 -2.6372 -0.5606  -0.308
C 4.4251 -2.9528 -0.1309  -0.786
C 4.9939 -2.2215 0.9131  -0.354
C 4.2736 -1.1890 1.4705  -0.830
C 3.0004 -0.8828 0.9900  0.718
S 2.0949 0.4212 1.6618  -0.257
H 2.6509 -3.1660 -1.3503  0.520
H 4.9597 -3.7641 -0.6021  0.475
H 5.9823 -2.4599 1.2797  0.464
H 4.6633 -0.5964 2.2872  0.497
C 1.1451 0.4561 -3.0491  -1.534
C 1.2008 1.6031 -2.1057  1.018
N 0.6222 1.6504 -0.9181  -0.071
C 0.9189 2.8800 -0.3545  -0.384
C 1.6872 3.5814 -1.2161  -0.780
N 1.8614 2.7674 -2.3222  0.189
C 2.5848 3.1623 -3.5121  -0.980
N 2.0436 4.3748 -4.1016  0.695
N 2.8430 5.4597 -4.2708  -0.566
N 2.1751 6.4052 -4.7820  -0.366
C 0.8887 5.9876 -5.0003  0.001
C -0.2145 6.6184 -5.5647  -0.514
C -1.4422 5.9127 -5.5818  -0.404
C -1.5438 4.6253 -5.0821  -0.770
C -0.4422 3.9775 -4.5175  -0.139
C 0.7854 4.6654 -4.5233  1.316
H 0.5969 -0.3571 -2.5811  0.198
H 2.1455 0.1002 -3.2986  0.390
H 0.6395 0.7199 -3.9807  0.457
H 0.5524 3.1747 0.6130  0.557
H 2.1333 4.5584 -1.1335  0.521
H 2.5657 2.3523 -4.2401  0.502
H 3.6221 3.3921 -3.2675  0.356
H -0.1176 7.5993 -6.0162  0.484
H -2.3231 6.3799 -6.0018  0.440
H -2.4994 4.1209 -5.1107  0.445
H -0.5516 3.0061 -4.0523  0.319

Cartesian forces, eV/Å:
Ir 1.561 -1.280 -0.321
Cl 1.138 0.374 -0.721
C -0.566 -0.839 0.400
C 0.180 0.326 -0.094
C 0.042 -0.108 -0.024
C -0.032 0.039 0.000
C 0.022 0.028 0.107
C 0.267 0.181 -0.294
P 0.609 0.469 0.403
C -0.061 -0.095 0.035
C -0.013 -0.148 -0.027
C 0.006 0.114 0.027
C 0.077 0.004 -0.025
C -0.025 0.067 -0.027
C -0.057 0.079 0.045
C 0.150 -0.006 -0.461
C 0.072 0.158 -0.050
C 0.036 -0.130 -0.036
C 0.043 0.116 0.022
C -0.044 -0.128 0.014
C -0.182 0.224 0.034
H -0.036 -0.005 0.016
H 0.011 0.011 0.019
H -0.016 0.000 -0.025
H 0.031 -0.016 -0.044
H -0.023 -0.035 0.031
H 0.045 0.027 -0.013
H -0.055 -0.052 0.057
H 0.017 0.012 0.010
H 0.011 -0.073 0.047
H -0.019 -0.003 -0.009
H 0.008 0.029 -0.020
H -0.080 0.013 0.040
H 0.051 -0.017 -0.033
H 0.062 -0.033 -0.006
O -1.638 0.977 -0.023
N 0.814 0.280 0.740
C -0.065 -0.279 -0.249
C -0.004 0.027 0.018
C -0.148 0.134 0.011
C 0.097 0.008 -0.023
C -0.173 -0.144 -0.254
S -1.889 0.441 -0.672
H -0.072 0.040 0.020
H -0.059 -0.025 -0.024
H 0.007 -0.003 0.010
H 0.042 -0.003 -0.017
C 0.010 0.021 -0.052
C -0.060 -0.485 -0.081
N 0.059 -0.619 1.619
C 0.068 0.250 -0.243
C -0.097 0.047 0.237
N -0.248 0.218 -0.033
C 0.350 -0.205 0.040
N -1.612 -0.259 -0.138
N 0.510 0.381 0.098
N 0.433 0.465 -0.320
C -0.641 -0.722 0.231
C 1.165 0.339 0.060
C -0.543 -0.575 -0.034
C -0.048 0.001 0.047
C -0.423 -0.240 0.008
C 0.875 0.539 0.006
H 0.053 0.002 -0.028
H -0.009 -0.038 0.012
H 0.016 0.020 -0.003
H 0.087 -0.026 0.038
H -0.004 0.005 -0.052
H -0.049 0.024 0.020
H -0.024 0.015 -0.042
H -0.066 0.046 0.097
H 0.045 0.088 -0.018
H 0.008 -0.006 0.023
H -0.001 -0.036 -0.103

---

[3]
The following is a quantum chemistry calculation of a gas-phase ion, C6H11N2O2 (charge +1) in a non-equilibrium geometry, from the OMol25 dataset.

Output
**SMILES string**: CC1=CC(C)(C)[N+](=O)N1O
**HOMO-LUMO gap (alpha / beta)**: 0.3084 / 0.3084 hartree
**Calculated total energy**: -494.7700 a.u.
**Net charge**: +1

Last column: Mulliken charge in e.
CARTESIAN COORDINATES (ANGSTROEM)
C 0.1171 1.1014 -0.0060  -0.894
C -1.1862 0.7488 -0.0242  0.404
C 0.9748 -0.1212 -0.0388  1.311
C -2.3726 1.5696 -0.1126  -1.457
C 1.7199 -0.3818 -1.4023  -1.399
C 1.8148 -0.2430 1.2481  -1.528
N -1.2791 -0.5952 0.1668  0.522
N -0.1048 -1.1503 0.0794  0.678
O -0.0178 -2.3567 0.2734  -0.728
O -2.3301 -1.3297 0.3640  -0.488
H 0.5999 2.0598 -0.1457  0.460
H -2.2043 2.5424 0.2775  0.417
H -3.1772 1.2366 0.4166  0.448
H -2.5562 1.8847 -1.1594  0.305
H 1.0720 -0.8893 -2.1199  0.396
H 2.4638 -1.1333 -1.2059  0.442
H 2.3179 0.4730 -1.6318  0.384
H 1.9493 -1.2546 1.4274  0.490
H 1.3253 0.1465 2.1074  0.419
H 2.9611 0.0614 1.0920  0.346
H -2.0876 -2.3690 0.3940  0.473

Cartesian forces, eV/Å:
C -0.115 -0.659 -1.198
C 1.001 2.855 0.709
C -0.025 0.308 0.000
C 0.991 2.073 -2.198
C -0.249 -1.120 1.833
C 2.866 0.767 -1.663
N 2.514 -1.772 -0.772
N -0.738 -1.469 1.073
O 0.400 0.064 -0.376
O -1.274 -2.680 0.239
H -0.542 0.084 0.055
H 0.686 0.862 0.828
H -2.412 -1.327 0.895
H -0.490 -0.936 0.305
H -0.043 1.023 -0.367
H 0.374 -0.553 0.368
H -0.294 0.765 -0.818
H 0.098 -2.276 0.353
H -0.123 0.845 0.574
H -2.808 0.139 0.322
H 0.185 3.009 -0.162